Below is C40H34ClN11OSSn as an isolated structure, with properties calculated with the ωB97M-V functional and the def2-TZVPD basis.

```
89
Properties=species:S:1:pos:R:3:forces:R:3
Sn -0.62342 0.93188 0.22260 -0.08 -0.01 0.06
Cl 5.21417 5.15521 1.76982 0.01 0.00 0.00
C 3.65946 4.49465 1.33477 0.00 0.00 0.00
C 2.56270 4.70091 2.16777 -0.01 0.00 -0.01
C 1.33466 4.18012 1.82554 0.01 0.00 -0.01
C 1.14751 3.41245 0.65582 0.00 0.03 0.03
O -0.04749 2.95816 0.38449 0.06 -0.03 -0.06
C 2.28174 3.21761 -0.17570 0.00 -0.02 -0.03
C 2.22114 2.44773 -1.41103 -0.01 -0.02 0.02
N 1.32469 1.57696 -1.63547 -0.04 0.02 -0.02
C 1.32165 0.80147 -2.79645 0.02 0.01 0.02
C 2.42190 0.10894 -3.23596 0.00 -0.01 -0.02
C 2.33304 -0.75522 -4.34843 0.00 0.00 0.00
C 1.15022 -0.91865 -5.00937 0.00 0.00 0.00
C -0.00393 -0.21451 -4.58439 0.00 0.00 0.00
C -1.25773 -0.32635 -5.23265 0.00 0.00 0.01
C -2.31888 0.38671 -4.76549 0.00 0.00 0.00
C -2.13226 1.21623 -3.63531 0.00 0.00 -0.01
N -0.99592 1.34864 -3.00843 0.00 0.00 0.00
C 0.07196 0.64541 -3.47018 -0.01 -0.01 0.01
C 3.51470 3.78185 0.16895 0.00 0.01 0.01
H 2.68293 5.27438 3.07797 0.00 0.00 0.00
H 0.46733 4.33277 2.45635 0.00 0.00 0.01
H 3.00624 2.64505 -2.15307 0.01 0.01 0.00
H 3.36032 0.21115 -2.70359 0.00 0.00 0.01
H 3.21633 -1.29050 -4.67311 0.00 0.00 0.00
H 1.07906 -1.57698 -5.86736 0.00 0.00 0.00
H -1.35485 -0.98036 -6.09213 0.00 0.00 0.00
H -3.29833 0.31565 -5.21993 0.00 0.00 0.00
H -2.97228 1.77815 -3.23923 0.00 0.00 0.00
H 4.36655 3.64217 -0.48642 0.00 0.00 0.00
C -0.38999 -3.22741 -2.11187 0.03 0.04 0.02
N 0.11549 -2.48263 -0.97471 -0.08 -0.07 0.02
C 0.83122 -3.26255 0.01377 0.03 0.00 0.02
C 0.50975 -2.74600 1.38296 0.00 -0.02 0.01
N -0.61979 -2.18741 1.69987 0.01 0.02 -0.04
C -0.50872 -1.87650 3.04865 0.01 0.00 0.02
C -1.41695 -1.24046 3.89081 0.01 -0.01 0.01
C -1.03120 -1.02191 5.19828 -0.01 -0.01 0.00
C 0.22782 -1.42694 5.66813 0.00 -0.01 0.00
C 1.14110 -2.06001 4.84441 0.00 0.00 0.01
C 0.74461 -2.27408 3.52937 -0.01 -0.02 0.00
N 1.37660 -2.84302 2.43668 0.00 0.01 0.01
C -1.71687 -2.66717 -2.52431 0.05 -0.01 -0.03
N -2.36673 -1.76833 -1.85262 -0.06 0.01 0.02
C -3.56242 -1.59323 -2.53527 0.02 -0.01 -0.02
C -4.61891 -0.72848 -2.26692 -0.01 -0.01 0.01
C -5.68381 -0.72293 -3.14891 0.00 0.00 0.00
C -5.70596 -1.56129 -4.27350 -0.01 0.00 0.00
C -4.66582 -2.43156 -4.54912 0.00 -0.01 0.00
C -3.60028 -2.42954 -3.65794 0.00 0.01 -0.01
N -2.39882 -3.11439 -3.62684 0.01 0.01 0.00
H 0.30925 -3.18915 -2.95552 -0.02 0.01 -0.02
H -0.54476 -4.29246 -1.87210 0.03 0.00 0.01
H -0.67090 -2.01923 -0.52119 0.01 0.02 -0.03
H 0.55577 -4.32862 -0.02088 -0.01 0.00 0.00
H 1.91668 -3.21754 -0.14232 0.00 -0.01 -0.01
H -2.37245 -0.90444 3.50842 0.00 0.00 0.00
H -1.70538 -0.51309 5.87448 0.00 0.00 0.00
H 0.49127 -1.23711 6.70107 0.00 0.00 0.00
H 2.11293 -2.36726 5.20980 0.00 0.00 0.00
H 2.32907 -3.15828 2.38861 0.00 0.00 0.00
H -4.59119 -0.08610 -1.39563 0.00 0.00 0.00
H -6.52192 -0.06214 -2.97021 0.00 0.00 0.00
H -6.55901 -1.52927 -4.93875 0.00 0.00 0.00
H -4.68800 -3.07687 -5.41808 0.00 0.00 0.00
H -2.07904 -3.80379 -4.28289 0.00 0.00 0.00
C 1.29452 1.97695 4.49172 -0.01 0.01 0.03
C 0.91963 1.35647 3.18108 -0.05 -0.02 0.04
N -0.26318 1.40767 2.67422 0.04 0.06 -0.03
N -1.18282 2.07853 3.41184 -0.10 0.01 -0.06
C -2.39240 2.15778 2.89600 0.10 -0.06 0.01
N -3.29327 2.78704 3.69505 -0.01 0.01 0.00
S -2.99701 1.53575 1.40360 0.04 0.05 0.06
C 1.95495 0.63485 2.41295 0.01 0.01 0.00
C 3.20148 0.32803 2.96146 0.02 0.01 -0.01
C 4.12839 -0.34644 2.18837 -0.01 0.01 0.00
C 3.79433 -0.71903 0.89286 0.00 0.00 0.01
C 2.53501 -0.38360 0.42635 0.01 -0.01 -0.01
N 1.65448 0.28396 1.16214 -0.01 0.00 0.00
H 0.57332 2.74662 4.74666 0.01 0.00 0.00
H 2.29204 2.41370 4.43920 -0.01 0.01 0.00
H 1.28079 1.22817 5.28842 0.01 0.00 -0.02
H -2.93962 3.27546 4.50035 0.00 0.00 0.00
H -4.16956 3.06472 3.29399 0.00 0.01 0.00
H 3.43485 0.61347 3.97638 0.00 -0.01 0.00
H 5.10439 -0.58147 2.59409 0.00 0.00 0.00
H 4.49032 -1.24904 0.25655 0.00 0.00 0.00
H 2.20351 -0.66007 -0.56942 -0.01 0.00 0.00
```
Forces are in eV/Å.

Calculated values
Energy: -3295.06504 Ha
2S+1: 1
HOMO-LUMO gap: 6.9 eV
Strongest force on any atom: 0.1 eV/A
Relative energy (zero: lowest compared OMol25 entry of this formula, charge and spin): 0.000 eV